(1)
Formula: C2H4N4O2
Source: the Open Molecules 2025 dataset
Level of theory: ωB97M-V/def2-TZVPD

Element x y z (Å)
C: -1.5741 -0.3582 -0.0628
C: 0.3768 -0.7662 -0.1830
H: 1.8085 2.0138 -0.1444
H: 1.9164 0.6186 0.9627
H: -2.7771 0.8072 0.1039
H: 1.7018 -2.2079 -0.2880
N: 1.1423 1.3511 0.4810
N: 0.3196 0.5684 -0.5453
N: -2.8586 -0.3095 0.3294
N: -0.6745 -1.3568 -0.0322
O: -1.0028 0.9013 -0.5653
O: 1.6217 -1.2618 -0.0560

Kohn-Sham gap: 9.39 eV
total charge: 0
energy relative to the best compared isomer or geometry (same formula, charge and spin): 3.986 eV
HOMO level: -9.24 eV


(2)
Formula: C2H4N4O2
Source: the Open Molecules 2025 dataset
Level of theory: ωB97M-V/def2-TZVPD

Element x y z (Å)
C: -0.8466 0.2768 -0.8983
C: 0.7745 -0.5791 -0.0713
H: -2.4647 1.1044 -1.4088
H: 2.4531 -1.0328 -0.7135
H: 1.5791 -0.0887 2.1146
H: -1.6403 0.8656 0.9924
N: 0.2816 -0.3734 -1.2916
N: 1.9889 -0.8137 0.2522
N: 0.0374 -0.4193 1.1128
N: -1.0411 0.1648 0.3939
O: -1.6959 0.9806 -1.7928
O: 0.6506 0.4015 1.9879

Kohn-Sham gap: 8.94 eV
total charge: 0
energy relative to the best compared isomer or geometry (same formula, charge and spin): 4.010 eV
HOMO level: -8.74 eV


(3)
Formula: C2H4N4O2
Source: the Open Molecules 2025 dataset
Level of theory: ωB97M-V/def2-TZVPD

Element x y z (Å)
C: 1.9988 -0.0240 0.4481
O: 0.8673 0.0645 -0.7536
N: -0.5185 0.0880 -0.2991
N: -1.1054 -1.1201 -0.5282
N: -2.4588 -0.8649 0.0387
N: -2.6770 0.2789 0.3399
C: -1.4599 1.0647 -0.1747
O: -1.0833 2.1757 -0.3003
H: 1.8080 -0.7304 1.2077
H: 2.3113 1.1799 0.6801
H: 2.9679 -0.0280 -0.2454
H: -0.6503 -2.0843 -0.4133

Kohn-Sham gap: 9.49 eV
total charge: 0
energy relative to the best compared isomer or geometry (same formula, charge and spin): 6.592 eV
HOMO level: -8.99 eV
SMILES: COn1[nH]nnc1=O


(4)
Formula: C2H4N4O2
Source: the Open Molecules 2025 dataset
Level of theory: ωB97M-V/def2-TZVPD

Element x y z (Å)
H: -2.1393 -0.2058 -1.5370
N: -1.4396 0.2361 -2.0368
C: -0.4695 0.1910 -1.2321
N: 0.8754 0.8095 -1.3576
C: 1.4522 0.6857 -0.2152
N: 0.7485 -0.2390 0.6564
O: 0.6970 0.4168 1.9631
N: -0.5032 -0.1987 0.1295
O: -1.0687 -1.4741 0.2039
H: 2.3555 1.1112 0.2598
H: 1.3736 -0.0494 2.4667
H: -1.8818 -1.2833 0.6991

Kohn-Sham gap: 9.79 eV
total charge: 0
energy relative to the best compared isomer or geometry (same formula, charge and spin): 4.251 eV
HOMO level: -9.67 eV
SMILES: [H]/N=c1/ncn(O)n1O


(5)
Formula: C2H4N4O4
Source: the Open Molecules 2025 dataset
Level of theory: ωB97M-V/def2-TZVPD

Element x y z (Å)
C: 0.3132 1.7326 -0.1397
N: 0.5106 0.2825 -0.0722
N: 0.8076 -0.3950 -1.1640
O: 0.8591 0.3628 -2.1408
C: 0.5155 -0.5090 1.1302
O: 0.8439 -1.6201 1.1614
O: 0.1093 0.2105 2.1950
H: -0.7447 2.1822 0.0732
H: 0.7812 2.2854 0.6784
H: 0.7884 1.9857 -1.1049
H: -0.3136 -0.2805 2.9305
N: -1.7683 -1.2942 -0.4464
N: -1.4912 -2.0667 -1.1832
O: -1.2110 -2.8760 -1.9176

Kohn-Sham gap: 10.12 eV
total charge: 0
energy relative to the best compared isomer or geometry (same formula, charge and spin): 0.000 eV
HOMO level: -10.03 eV
SMILES: CN(N=O)C(=O)O.N#[N+][O-]


(6)
Formula: C2H4N4OS
Source: the Open Molecules 2025 dataset
Level of theory: ωB97M-V/def2-TZVPD

Element x y z (Å)
H: 0.4723 2.3989 -0.2418
N: -0.4104 1.9702 -0.0951
C: -0.3312 0.6974 -0.1212
C: -1.4671 -0.2144 0.0304
N: -2.7244 0.2651 0.2395
N: -1.1190 -1.4519 0.0275
O: 0.2594 -1.5113 -0.1360
N: 0.7213 -0.1810 -0.3380
S: 2.3220 0.1014 0.0972
H: -2.8632 1.2229 -0.0560
H: -3.4935 -0.3667 0.0844
H: 2.1756 0.0984 1.4539

Kohn-Sham gap: 9.23 eV
total charge: 0
energy relative to the best compared isomer or geometry (same formula, charge and spin): 2.260 eV
HOMO level: -8.79 eV
SMILES: [H]/N=c1/c(N)non1S


(7)
Formula: C2H4N4S
Source: the Open Molecules 2025 dataset
Level of theory: ωB97M-V/def2-TZVPD

Element x y z (Å)
C: 1.0036 -0.2767 -0.2505
C: -1.1617 -0.2947 -0.1268
H: 2.2344 -1.5102 0.6112
H: 3.0090 -0.0919 0.6789
H: -1.3223 1.7488 0.1091
H: -2.9841 1.1163 -0.4584
N: 2.4048 -0.7782 -0.1394
N: 0.6398 0.9908 -0.1989
N: -0.7218 0.8959 0.0332
N: -0.1062 -1.2201 -0.2096
S: -2.9953 -0.5800 -0.0485

Kohn-Sham gap: 8.39 eV
total charge: 0
energy relative to the best compared isomer or geometry (same formula, charge and spin): 3.373 eV
HOMO level: -9.36 eV


(8)
Formula: C2H4N4S
Source: the Open Molecules 2025 dataset
Level of theory: ωB97M-V/def2-TZVPD

Element x y z (Å)
N: 0.9417 1.4107 -0.9413
N: -0.0797 0.2453 -0.7551
C: 0.6088 -0.9209 -0.6498
N: 0.4498 -1.6351 0.3456
C: -0.6910 -1.0733 0.9998
S: -1.4809 -1.5630 2.3913
N: -0.8644 0.1322 0.4593
H: 0.2948 2.2565 -1.0257
H: 1.4472 1.6698 0.0297
H: 1.3057 -1.0003 -1.4008
H: -1.9319 0.4781 0.5469

Kohn-Sham gap: 8.26 eV
total charge: 0
energy relative to the best compared isomer or geometry (same formula, charge and spin): 3.278 eV
HOMO level: -8.54 eV
SMILES: Nn1cnc(=S)[nH]1


(9)
Formula: C2H4N4S
Source: the Open Molecules 2025 dataset
Level of theory: ωB97M-V/def2-TZVPD

Element x y z (Å)
N: 1.2459 1.6748 0.6706
S: -0.3475 1.0943 0.3958
N: -1.5328 1.8133 -0.2997
C: -0.1194 -0.4600 -0.4518
C: -0.0789 -1.3774 0.4816
N: -0.0208 -0.9250 1.8228
N: -0.3279 0.2672 1.9401
H: 1.5661 1.7301 1.7151
H: -1.4984 2.7932 -0.4758
H: 0.0858 -0.6263 -1.4480
H: 0.3205 -2.3920 0.2831

Kohn-Sham gap: 8.31 eV
total charge: 0
energy relative to the best compared isomer or geometry (same formula, charge and spin): 6.605 eV
HOMO level: -9.40 eV
SMILES: N=S1(=N)C=CN=N1


(10)
Formula: C2H4N6
Source: the Open Molecules 2025 dataset
Level of theory: ωB97M-V/def2-TZVPD

Element x y z (Å)
C: 1.8411 -0.1547 0.0960
C: -0.6606 0.7654 -0.1633
H: 3.1201 -0.9838 0.3425
H: 1.7417 0.8946 0.6524
H: -1.4743 -1.7509 0.4033
H: 0.9926 1.5474 -0.3361
N: 0.8423 -0.9722 -0.2904
N: -0.3566 -0.5067 -0.0253
N: -1.4633 -1.2422 -0.4412
N: -2.4898 -0.3532 -0.0460
N: -2.0867 0.8718 0.2527
N: -0.0065 1.8847 -0.4445

Kohn-Sham gap: 9.01 eV
total charge: 0
energy relative to the best compared isomer or geometry (same formula, charge and spin): 7.261 eV
HOMO level: -9.73 eV


(11)
Formula: C2H4N6
Source: the Open Molecules 2025 dataset
Level of theory: ωB97M-V/def2-TZVPD

Element x y z (Å)
C: -0.0738 0.0981 -0.0664
C: -1.1014 1.0310 -0.0164
H: 2.4388 -0.9838 0.9111
H: 1.8761 -1.2354 -0.6855
H: 1.3778 1.4943 -0.4433
H: -0.7888 2.0990 -0.1700
N: 2.2831 -0.4572 -0.0061
N: 1.1929 0.4343 0.2979
N: -2.3817 0.7515 0.0491
N: -2.6603 -0.5589 0.1741
N: -1.7259 -1.4810 0.0262
N: -0.4366 -1.1920 -0.0707

Kohn-Sham gap: 9.73 eV
total charge: 0
energy relative to the best compared isomer or geometry (same formula, charge and spin): 3.993 eV
HOMO level: -10.08 eV


(12)
Formula: C2H4N6O
Source: the Open Molecules 2025 dataset
Level of theory: ωB97M-V/def2-TZVPD

Element x y z (Å)
N: 3.5374 0.4961 -0.2430
N: 2.6549 -0.7017 0.0903
C: 1.3535 -0.5304 0.4287
N: 0.6386 0.5691 -0.0368
C: -0.6764 0.2290 -0.0657
N: -1.2431 -1.1336 -0.3333
N: -2.3846 -0.9526 0.0147
O: -2.7990 0.4232 0.1558
N: -1.6098 1.2267 -0.1459
H: 4.5539 0.1312 -0.2650
H: 3.2108 1.3748 0.4917
H: 0.8179 -1.5666 0.3931
H: -1.4061 1.9542 0.5331

Kohn-Sham gap: 7.22 eV
total charge: 0
energy relative to the best compared isomer or geometry (same formula, charge and spin): 5.791 eV
HOMO level: -8.19 eV
SMILES: N/N=C\N=c1/nno[nH]1


(13)
Formula: C2H4N6O4
Source: the Open Molecules 2025 dataset
Level of theory: ωB97M-V/def2-TZVPD

Element x y z (Å)
C: 0.9615 -0.2621 0.9133
C: -0.2870 -1.0905 0.7947
N: -2.0249 0.4687 1.3591
N: 0.9722 0.7663 0.0580
N: -1.4092 -0.0144 0.4750
N: 0.1305 0.9357 -0.9319
N: 0.5999 1.7356 -1.8551
N: -0.4382 -1.8721 -0.4800
O: -1.3029 -2.6971 -0.4737
O: 1.8112 -0.3974 1.7679
O: -2.2085 0.6180 2.5361
O: 0.1916 -1.4602 -1.4657
H: -0.4458 -1.7547 1.6707
H: 1.9046 1.3964 0.1155
H: 1.5885 1.8974 -1.8663
H: -0.0435 1.7303 -2.6174

Kohn-Sham gap (alpha / beta): 9.07 / 5.88 eV
total charge: 0
energy relative to the best compared isomer or geometry (same formula, charge and spin): 1.048 eV
HOMO level (alpha / beta): -9.29 / -7.32 eV


(14)
Formula: C2H4NO
Source: the Open Molecules 2025 dataset
Level of theory: ωB97M-V/def2-TZVPD

Element x y z (Å)
C: -0.2095 -0.6739 0.7264
C: -0.3755 0.6513 -0.4736
N: 0.6846 0.8181 -1.0613
O: 1.6075 0.7157 -1.7396
H: -1.1283 -1.0875 0.7046
H: 0.7170 -1.2992 0.6279
H: -0.0610 -0.2864 1.6928
H: -1.2348 1.1619 -0.4773

Kohn-Sham gap: 9.74 eV
total charge: +1
energy relative to the best compared isomer or geometry (same formula, charge and spin): 3.467 eV
HOMO level: -17.50 eV
SMILES: CC=[N+]=O


(15)
Formula: C2H4NO2
Source: the Open Molecules 2025 dataset
Level of theory: ωB97M-V/def2-TZVPD

Element x y z (Å)
O: 0.4686 0.4213 -2.5074
C: 0.0492 0.4753 -1.3268
N: 0.0086 -0.4989 -0.4566
C: -0.1538 -0.1449 1.3668
O: -0.2311 1.0766 1.6215
H: -0.3531 1.4405 -0.9987
H: 0.4954 -1.3226 -0.7913
H: 0.7816 -0.6888 1.6094
H: -1.0652 -0.7586 1.4831

Kohn-Sham gap: 8.39 eV
total charge: -1
energy relative to the best compared isomer or geometry (same formula, charge and spin): 1.544 eV
HOMO level: -3.80 eV


(16)
Formula: C2H4NO2
Source: the Open Molecules 2025 dataset
Level of theory: ωB97M-V/def2-TZVPD

Element x y z (Å)
O: 0.9063 0.7574 0.3682
C: 1.6674 -0.1561 -0.0504
N: 1.7105 -0.7833 -1.2016
C: -1.9500 0.2335 0.5020
O: -3.0351 0.3913 -0.0021
H: 2.4023 -0.5889 0.6677
H: 1.1112 -0.2561 -1.8458
H: -1.7146 0.7401 1.4567
H: -1.0980 -0.3378 0.1055

Kohn-Sham gap: 7.63 eV
total charge: -1
energy relative to the best compared isomer or geometry (same formula, charge and spin): 1.647 eV
HOMO level: -3.54 eV


(17)
Formula: C2H4NO2P
Source: the Open Molecules 2025 dataset
Level of theory: ωB97M-V/def2-TZVPD

Element x y z (Å)
C: -0.0353 -1.0989 0.5837
C: -0.3688 0.3092 0.7616
N: 0.5621 -0.2539 -1.7953
O: 0.7113 1.1436 0.4246
O: -0.3054 0.8468 -1.9040
P: 1.1458 1.1738 -1.1715
H: 0.9808 -1.4256 0.6787
H: -0.8153 -1.8295 0.4982
H: -1.2419 0.5637 0.1303
H: -0.6334 0.5709 1.7936

Kohn-Sham gap (alpha / beta): 9.87 / 8.13 eV
total charge: 0
energy relative to the best compared isomer or geometry (same formula, charge and spin): 4.903 eV
HOMO level (alpha / beta): -9.68 / -8.55 eV


(18)
Formula: C2H4NO2P
Source: the Open Molecules 2025 dataset
Level of theory: ωB97M-V/def2-TZVPD

Element x y z (Å)
C: 0.8835 -0.3742 0.4699
C: 0.1253 0.8430 0.4596
N: -1.3780 -0.9624 -0.6338
O: -0.4208 -1.5769 -0.1201
O: -0.9214 -0.0877 -1.9060
P: -1.4116 0.7409 -0.6253
H: 1.5550 -0.5965 -0.4055
H: 1.0819 -0.8098 1.3276
H: -0.1944 1.0645 1.4525
H: 0.6806 1.7591 -0.0190

Kohn-Sham gap: 9.49 eV
total charge: 0
energy relative to the best compared isomer or geometry (same formula, charge and spin): 5.558 eV
HOMO level: -9.10 eV


(19)
Formula: C2H4NO2P
Source: the Open Molecules 2025 dataset
Level of theory: ωB97M-V/def2-TZVPD

Element x y z (Å)
C: 0.8613 -0.6472 0.8826
C: 0.6216 -0.3968 -0.5722
N: -0.1862 0.6471 -0.0908
O: 3.2833 -0.9620 -0.1264
O: 2.4998 1.5571 -0.0531
P: 2.2469 0.0622 -0.0432
H: 0.4754 -1.1403 1.7665
H: 0.3090 -1.1781 -1.2790
H: -1.1809 0.6870 0.0246
H: 0.5107 1.4400 -0.0514

Kohn-Sham gap: 9.06 eV
total charge: 0
energy relative to the best compared isomer or geometry (same formula, charge and spin): 3.769 eV
HOMO level: -9.87 eV


(20)
Formula: C2H4NO2P
Source: the Open Molecules 2025 dataset
Level of theory: ωB97M-V/def2-TZVPD

Element x y z (Å)
C: 0.4177 -0.5647 0.4781
C: 0.0127 0.5114 -0.4826
N: 1.6542 -1.1439 0.4288
O: 2.3392 1.4578 -0.0052
O: 2.2559 -0.9356 -0.9196
P: 2.9196 0.1113 0.2597
H: 0.2822 -0.1936 1.4781
H: -0.4472 -1.1914 0.1244
H: 0.2323 0.6334 -1.5646
H: -0.9952 0.8213 -0.2346

Kohn-Sham gap (alpha / beta): 7.15 / 7.15 eV
total charge: 0
energy relative to the best compared isomer or geometry (same formula, charge and spin): 5.360 eV
HOMO level (alpha / beta): -9.25 / -9.26 eV